Below is a structure of composition C36H51Cl2N2OPV, with properties calculated with ωB97M-V/def2-TZVPD.

Geometry as XYZ:
```
94
Properties=species:S:1:pos:R:3:forces:R:3
P -1.9420 0.3014 -1.4808 -0.509 -0.093 -0.268
C -3.5857 0.7404 -0.6374 0.537 0.065 -0.370
C -4.8176 1.0377 -1.5009 -0.190 -0.086 0.167
C -5.9612 1.5728 -0.6273 0.100 0.049 -0.016
C -6.2873 0.6540 0.5569 0.035 -0.095 -0.053
C -5.0466 0.2359 1.3558 0.140 0.055 -0.081
C -3.9191 -0.2862 0.4529 -0.148 0.155 0.107
C -2.2322 -1.3799 -2.2978 0.056 0.530 0.276
C -3.5776 -1.6057 -2.9816 -0.003 -0.338 -0.137
C -3.5654 -2.9368 -3.7478 0.017 0.074 0.037
C -3.1732 -4.1201 -2.8538 -0.043 0.024 0.094
C -1.9032 -3.8666 -2.0306 -0.001 0.095 -0.028
C -1.9296 -2.5140 -1.3074 0.130 -0.099 -0.085
C -2.0487 1.4044 -3.0027 -0.328 -0.276 0.112
C -2.0184 2.8798 -2.5630 0.173 -0.045 -0.164
C -2.0289 3.8425 -3.7585 -0.045 -0.130 0.009
C -0.9347 3.5293 -4.7854 0.080 -0.079 0.164
C -0.9173 2.0525 -5.1951 -0.125 -0.061 0.118
C -0.9149 1.0917 -3.9952 0.050 0.232 0.071
H -3.2988 1.6844 -0.1341 -0.132 -0.273 0.025
H -5.1522 0.1238 -2.0083 0.020 0.248 0.134
H -4.5905 1.7682 -2.2886 -0.053 -0.124 0.179
H -6.8548 1.7133 -1.2482 0.040 0.048 0.125
H -5.6741 2.5630 -0.2469 -0.030 -0.082 -0.017
H -6.9979 1.1568 1.2228 -0.001 -0.085 -0.066
H -6.7900 -0.2480 0.1825 0.052 0.048 -0.012
H -4.6678 1.1001 1.9195 -0.026 -0.126 -0.062
H -5.3139 -0.5372 2.0861 -0.014 0.148 -0.018
H -3.0277 -0.5021 1.0610 -0.179 0.052 -0.172
H -4.2410 -1.2303 -0.0143 0.048 0.204 0.085
H -1.4521 -1.4019 -3.0796 -0.097 -0.100 0.270
H -2.8545 -2.8570 -4.5820 -0.048 -0.004 0.075
H -3.8226 -0.7859 -3.6725 0.032 -0.169 0.160
H -4.3728 -1.6444 -2.2225 0.182 -0.043 -0.160
H -4.5567 -3.1113 -4.1844 0.124 -0.060 -0.034
H -3.0354 -5.0153 -3.4710 -0.077 0.033 0.068
H -4.0034 -4.3350 -2.1675 0.039 0.045 -0.035
H -1.7668 -4.6721 -1.2983 0.018 0.070 -0.147
H -1.0308 -3.8890 -2.6997 -0.084 0.027 0.102
H -0.9593 -2.3289 -0.8253 -0.294 -0.088 -0.115
H -2.6893 -2.5316 -0.5127 0.114 -0.038 -0.168
H -3.0134 1.1894 -3.4998 0.292 0.234 -0.019
H -2.8703 3.1133 -1.9082 0.207 -0.104 -0.113
H -1.1089 3.0481 -1.9662 -0.125 -0.051 -0.071
H -3.0093 3.7876 -4.2516 0.057 -0.011 0.029
H -1.9133 4.8685 -3.3908 -0.043 -0.052 -0.101
H 0.0423 3.7938 -4.3601 -0.079 -0.041 0.001
H -1.0743 4.1558 -5.6735 0.065 -0.017 0.066
H -0.0386 1.8480 -5.8175 -0.109 0.047 -0.008
H -1.8024 1.8425 -5.8113 0.048 0.018 0.041
H -1.0005 0.0624 -4.3705 0.025 0.254 0.113
H 0.0490 1.1566 -3.4675 -0.138 -0.016 -0.062
V 0.6435 -0.5846 1.4052 1.940 -0.566 0.921
Cl 1.2207 -0.9409 -0.6654 0.677 -0.562 -1.760
Cl -0.5272 1.1515 1.9503 -1.232 1.536 0.655
C 1.8512 -1.3218 2.6602 -0.282 -0.203 0.098
H 2.8788 -1.1442 2.9866 -0.164 -0.225 -0.042
C 1.1459 -2.5194 3.0148 0.414 0.896 -0.122
C 1.6930 -3.7051 3.5862 -0.278 -0.295 -0.081
C 0.8799 -4.8012 3.8527 -0.196 0.491 -0.122
C -0.5025 -4.7397 3.6057 0.003 -0.066 0.004
C -1.0633 -3.5780 3.0468 0.220 0.020 -0.297
C -0.2549 -2.4941 2.7177 -0.317 -0.791 0.475
H 2.7671 -3.7458 3.7965 -0.386 0.062 -0.092
H 1.3158 -5.7111 4.2696 -0.118 0.198 -0.049
H -2.1432 -3.5332 2.8801 0.310 0.009 -0.012
H -0.7419 -1.5527 2.3508 -0.242 -0.764 0.591
H -1.1368 -5.5901 3.8536 0.100 0.214 -0.055
C 7.6197 0.6267 2.8485 -0.044 -0.190 -0.153
N 6.3476 0.3856 2.1976 2.340 -0.755 0.772
N 5.3407 1.2803 2.1511 -1.477 1.125 0.009
C 4.2304 0.6844 1.5027 -1.699 0.420 -0.142
O 3.0929 1.1902 1.4347 1.823 -0.388 -0.035
C 4.7340 -0.5838 1.0514 0.239 -0.355 0.040
C 6.0027 -0.7421 1.5402 -0.914 0.321 -0.407
C 6.9140 -1.9093 1.4343 0.170 -0.555 -0.201
C 5.3367 2.5094 2.8563 -0.106 0.383 0.147
C 6.4515 3.3639 2.8590 -0.133 0.021 0.119
C 6.4094 4.5591 3.5819 -0.307 -0.076 -0.057
C 5.2208 4.9708 4.1975 0.052 -0.183 -0.059
C 4.0901 4.1476 4.1472 0.463 -0.095 -0.238
C 4.1606 2.9062 3.5137 0.004 -0.042 -0.006
H 8.1209 -0.3407 2.9440 -0.140 0.233 0.019
H 7.4940 1.0537 3.8486 -0.038 -0.042 -0.218
H 8.2636 1.2791 2.2455 -0.023 -0.074 0.181
H 4.1465 -1.3121 0.5165 -0.064 0.078 0.062
H 7.7969 -1.7046 0.8059 -0.269 0.014 0.229
H 7.2666 -2.2648 2.4157 -0.150 0.144 -0.285
H 6.3560 -2.7317 0.9654 0.205 0.256 0.155
H 7.3489 3.1022 2.2958 -0.335 0.142 0.240
H 7.3066 5.1790 3.6432 -0.321 -0.117 -0.111
H 5.1734 5.9351 4.7051 0.045 -0.267 -0.100
H 3.1473 4.4638 4.5931 0.280 -0.099 -0.048
H 3.2977 2.2438 3.4937 0.189 0.173 -0.071
```
Positions in Å, forces in eV/Å.

Values from the calculation:
Charge: -1
Max |F| (eV Å⁻¹): 2.578
Multiplicity: 3
DFT total energy (eV): -103210.8789
HOMO level (spin up / spin down) (hartree): -0.0994 / -0.1014
LUMO energy (spin up / spin down) (eV): 2.245 / 2.245

Atom charges from the Löwdin analysis, given in e for atoms 1 to 6: number 1, P, carries 1.095; number 2, C, carries -0.449; number 3, C, carries -0.217; number 4, C, carries -0.204; number 5, C, carries -0.212; number 6, C, carries -0.199